[1]
DFT (the ωB97M-V functional and the def2-TZVPD basis) results for a structure of composition C25H65BrInN5O3P in a non-equilibrium geometry.

Geometry as XYZ:
```
101
Properties=species:S:1:pos:R:3:lowdin_charge:R:1
C 6.2079 -1.8137 3.2632 -0.11
C 4.6448 -1.3633 3.5615 -0.27
O 3.8573 -1.1139 2.3264 -0.23
C 2.7358 -0.1842 2.6858 -0.18
C 1.3662 -0.4787 1.8339 -0.29
O 0.1174 -0.3828 2.6062 -0.44
In 0.0472 -1.7476 4.1959 0.56
C 1.0336 -3.6823 3.4454 -0.38
N 0.5941 -3.9664 2.0057 -0.14
C 1.0400 -0.9167 6.0552 -0.34
N 0.4584 0.3790 6.5745 -0.25
C 0.7059 1.5514 5.6518 -0.18
P -2.3368 -2.4185 4.8796 0.29
O -2.5298 -2.1720 6.6265 -0.54
Br -2.6445 -4.6867 4.6343 0.03
H 6.3068 -2.4851 2.3020 0.08
H 6.8460 -0.8289 3.2042 0.07
H 6.5670 -2.3948 4.2347 0.08
H 4.0397 -2.1747 4.1871 0.12
H 4.7083 -0.4029 4.2636 0.12
H 2.5834 -0.1260 3.8564 0.08
H 3.1340 0.8940 2.3638 0.13
H 1.4745 -1.4904 1.2167 0.12
H 1.3047 0.3746 1.0012 0.10
H 2.1968 -3.4309 3.3740 0.03
H 0.8710 -4.5865 4.1746 0.03
H 0.6983 -5.0006 1.7816 0.06
H -0.4180 -3.7230 1.9026 0.03
H 0.8647 -1.7249 6.9163 0.05
H 2.2081 -0.7915 5.9138 0.04
H -0.5377 0.2929 6.8723 0.08
H 0.3128 1.3414 4.5699 0.06
H 1.8830 1.7371 5.6089 0.09
H 0.1750 2.5503 6.0245 0.09
H -1.6542 -2.4713 7.0198 0.02
C -0.4683 3.4461 -2.2621 -0.09
C -1.0704 2.3175 -3.0990 -0.27
N -0.3365 1.0522 -3.0161 -0.19
C -0.7868 0.0637 -4.0048 -0.26
C -2.2150 -0.4629 -3.8821 -0.09
C -0.1165 0.5172 -1.6713 -0.25
C -1.3473 0.2274 -0.8169 -0.07
H 0.5696 3.6402 -2.5456 0.08
H -1.0395 4.3675 -2.4213 0.07
H -0.5056 3.2261 -1.1914 0.06
H -1.0630 2.6619 -4.1412 0.11
H -2.1216 2.1975 -2.8149 0.09
H -0.0980 -0.7911 -4.0051 0.10
H -0.6771 0.5087 -5.0025 0.11
H -2.3099 -1.1894 -3.0721 0.06
H -2.4962 -0.9792 -4.8057 0.06
H -2.9442 0.3358 -3.7246 0.07
H 0.5213 1.2207 -1.1218 0.09
H 0.4901 -0.3946 -1.7337 0.12
H -2.1054 1.0115 -0.8872 0.07
H -1.0538 0.1538 0.2359 0.06
H -1.8055 -0.7270 -1.0820 0.06
C -1.7056 3.4954 2.4673 -0.08
C -2.5687 4.7432 2.2809 -0.27
N -2.0884 5.9193 3.0107 -0.19
C -3.0542 7.0259 3.0119 -0.25
C -3.3881 7.6778 1.6720 -0.10
C -0.7019 6.3165 2.7596 -0.25
C -0.3135 6.6535 1.3227 -0.09
H -1.6220 3.2248 3.5232 0.08
H -2.1602 2.6508 1.9376 0.08
H -0.7004 3.6283 2.0572 0.07
H -3.5721 4.4876 2.6452 0.12
H -2.6649 4.9416 1.2078 0.09
H -2.7134 7.8061 3.7049 0.11
H -3.9913 6.6567 3.4491 0.11
H -2.5883 8.3402 1.3341 0.05
H -4.2868 8.2942 1.7778 0.07
H -3.5911 6.9441 0.8878 0.07
H -0.0449 5.5107 3.1097 0.10
H -0.4415 7.1665 3.4021 0.11
H -0.7364 5.9560 0.5954 0.06
H 0.7760 6.6102 1.2177 0.07
H -0.6145 7.6669 1.0517 0.05
C -0.0149 -2.4716 -6.7811 -0.09
C 0.6620 -3.8357 -6.9140 -0.27
N 0.9473 -4.4909 -5.6350 -0.19
C 1.8057 -5.6742 -5.7771 -0.25
C 1.2491 -6.8655 -6.5537 -0.10
C -0.1883 -4.6632 -4.7273 -0.24
C -1.3829 -5.4653 -5.2358 -0.09
H 0.5881 -1.7862 -6.1795 0.07
H -0.1428 -2.0258 -7.7738 0.07
H -1.0099 -2.5505 -6.3339 0.06
H 1.6091 -3.6655 -7.4421 0.12
H 0.0474 -4.4662 -7.5658 0.09
H 2.1171 -6.0199 -4.7828 0.11
H 2.7373 -5.3598 -6.2658 0.11
H 0.5232 -7.4292 -5.9637 0.05
H 2.0627 -7.5558 -6.7991 0.07
H 0.7818 -6.5700 -7.4964 0.06
H -0.5465 -3.6690 -4.4326 0.10
H 0.1581 -5.1079 -3.7863 0.12
H -1.6457 -5.2240 -6.2689 0.07
H -2.2609 -5.2465 -4.6185 0.07
H -1.2071 -6.5399 -5.1613 0.05
```

Calculated values
* frontier orbital gap: 6.55 eV
* total charge: -1

---

[2]
DFT (the ωB97M-V functional and the def2-TZVPD basis) results for a cluster of 3 separate species, C2H13B2FN5O3 in total in a non-equilibrium geometry.

Geometry as XYZ:
```
26
Properties=species:S:1:pos:R:3:nbo_charge:R:1
N -0.6944 -1.5319 -2.4693 -1.19
B 0.6118 -1.8796 -1.8066 0.89
O 0.5432 -2.1247 -0.4049 -0.97
B 2.1300 -1.9486 -2.6072 -0.12
F 3.0935 -1.1765 -1.7699 -0.59
H -0.7187 -2.0831 -3.3149 0.37
H -0.5789 -0.5790 -2.7808 0.37
H 0.9629 -1.3696 0.0313 0.50
H 2.0697 -1.4483 -3.7368 -0.13
H 2.5061 -3.1239 -2.6820 -0.10
C -2.5536 -0.1084 1.1419 0.78
O -1.7603 0.4615 1.8877 -0.71
N -3.8981 0.1947 1.1728 -0.86
N -2.1679 -1.0434 0.2458 -0.83
H -4.5729 -0.2426 0.5778 0.38
H -4.1971 0.8897 1.8268 0.40
H -1.1792 -1.2609 0.1750 0.44
H -2.7947 -1.5049 -0.3837 0.39
C 1.3898 2.5693 2.3167 0.77
O 0.8307 2.7850 3.3792 -0.67
N 2.6305 3.1083 2.0384 -0.86
N 0.8639 1.7988 1.3223 -0.86
H 3.1238 2.9451 1.1827 0.39
H 3.0510 3.6762 2.7453 0.39
H -0.0357 1.3527 1.4563 0.44
H 1.3444 1.6440 0.4562 0.38
```

Calculated values
* frontier orbital gap: 6.91 eV
* total charge: -1

---

[3]
DFT (the ωB97M-V functional and the def2-TZVPD basis) results for a cluster of 7 separate species, C20H59N5O7 in total in a non-equilibrium geometry.

Geometry as XYZ:
```
91
Properties=species:S:1:pos:R:3:lowdin_charge:R:1
O -0.6717 -0.0879 -0.0435 -0.07
H -0.8295 -0.7982 0.5785 0.02
H 0.2356 -0.2107 -0.3228 -0.04
O -2.2898 -2.2369 2.6131 -0.07
H -1.3680 -2.1573 2.8583 -0.02
H -2.5537 -3.0944 2.9467 0.02
C 3.9765 -1.8924 0.0420 -0.11
C 3.5009 -0.4812 -0.5119 -0.37
C 4.4968 0.0155 -1.6013 -0.23
O 3.9490 1.2450 -2.0686 -0.24
C 4.7702 2.1058 -2.7931 -0.17
N 2.0902 -0.3338 -0.9548 0.06
H 5.0018 -1.7264 0.3725 0.05
H 3.9796 -2.6819 -0.7096 0.05
H 3.5162 -2.1368 0.9993 0.03
H 3.5954 0.2278 0.3106 0.12
H 4.6542 -0.7359 -2.3752 0.10
H 5.5151 0.2507 -1.2917 0.10
H 5.4374 1.5796 -3.4758 0.08
H 5.4760 2.5592 -2.0971 0.08
H 4.0878 2.8293 -3.2393 0.07
H 2.0967 0.5841 -1.3762 0.06
H 1.9751 -1.0197 -1.6872 0.03
C 0.1807 -3.3874 -1.7922 -0.10
C 0.1802 -2.6534 -3.1348 -0.49
C -0.8347 -1.4885 -3.1480 -0.17
O -0.9427 -1.1587 -4.5636 -0.21
C -1.5945 0.1361 -4.6683 -0.10
N 1.5300 -2.3088 -3.4718 0.04
H 0.5422 -2.6558 -1.0695 0.04
H 0.9026 -4.2033 -1.7572 0.06
H -0.8791 -3.6172 -1.6830 0.08
H -0.1481 -3.5394 -3.6782 0.11
H -0.6215 -0.6631 -2.4688 0.10
H -1.8220 -1.7820 -2.7914 0.12
H -2.3063 0.2607 -3.8523 0.06
H -2.1068 0.0170 -5.6230 0.08
H -0.9264 0.9962 -4.6245 0.08
H 1.9960 -3.0895 -3.9117 0.03
H 1.4363 -1.8399 -4.3614 0.06
C 1.3513 -3.7982 4.1536 -0.08
C 1.6904 -3.2343 2.7876 -0.45
C 1.1369 -4.2010 1.7098 -0.21
O 1.4916 -5.5584 1.8076 -0.22
C 1.2760 -6.4972 0.7371 -0.16
N 1.0774 -1.9270 2.5182 0.06
H 0.3114 -4.0856 4.3091 0.07
H 1.5563 -3.1196 4.9816 0.07
H 1.9262 -4.7241 4.1599 0.08
H 2.7688 -3.1817 2.6376 0.11
H 1.6037 -3.9099 0.7688 0.10
H 0.0477 -4.2401 1.7208 0.12
H 0.2232 -6.5357 0.4574 0.07
H 1.5978 -7.5180 0.9430 0.07
H 1.8128 -6.2175 -0.1694 0.05
H 1.5631 -1.4191 3.2436 0.07
H 1.3427 -1.5485 1.6202 0.05
C -4.3032 2.5745 5.8724 -0.07
C -4.2167 3.4931 4.6384 -0.38
C -3.1321 3.1997 3.5629 -0.25
O -2.8485 1.8749 3.1933 -0.19
C -1.7136 1.7225 2.3223 -0.09
N -5.4785 3.4020 3.8389 0.03
H -5.0097 2.8838 6.6426 0.07
H -3.3318 2.3832 6.3283 0.07
H -4.4245 1.5206 5.6221 0.08
H -3.9259 4.5020 4.9311 0.13
H -2.2075 3.5133 4.0476 0.10
H -3.1080 3.8543 2.6917 0.12
H -2.0742 1.2973 1.3857 0.06
H -1.0415 1.0969 2.9097 0.08
H -1.0883 2.6003 2.1595 0.08
H -5.9165 2.5615 4.1880 0.06
H -6.0296 4.1690 4.1967 0.05
C 0.8569 3.6307 -2.2111 -0.07
C -0.3599 4.4362 -2.6780 -0.44
C -1.6795 3.9792 -2.1029 -0.15
O -1.9950 2.5225 -2.2712 -0.21
C -3.1384 2.1063 -1.5764 -0.13
N -0.1947 5.8799 -2.3761 0.02
H 0.9082 3.4522 -1.1370 0.08
H 1.8586 3.9616 -2.4850 0.06
H 0.8405 2.6072 -2.5856 0.07
H -0.3357 4.4156 -3.7675 0.12
H -2.5220 4.5603 -2.4779 0.12
H -1.6215 4.1327 -1.0253 0.12
H -2.7883 1.7118 -0.6225 0.06
H -3.6786 1.3674 -2.1683 0.08
H -3.8294 2.8900 -1.2658 0.08
H -1.0007 6.3659 -2.7424 0.05
H 0.5245 6.2209 -2.9979 0.06
```

Calculated values
* energy above the lowest of the compared OMol25 structures with the same formula, charge and spin: 171.3 kJ/mol
* frontier orbital gap (alpha / beta): 1.52 / 9.26 eV
* total charge: -1
* expectation value of S²: 0.7503
* spin multiplicity: 2

---

[4]
DFT (the ωB97M-V functional and the def2-TZVPD basis) results for a structure of composition C32H56N2O3P2Sc in a non-equilibrium geometry.

Geometry as XYZ:
```
96
Properties=species:S:1:pos:R:3:lowdin_charge:R:1
Sc -0.6286 -0.0723 -0.2844 0.87
C -2.4168 1.6556 -0.3599 -0.29
C -2.8564 0.7588 -1.3775 -0.26
C -2.8618 -0.3763 0.6259 -0.29
C -2.4429 0.9592 0.8921 -0.29
C -3.0713 -0.5160 -0.7704 -0.28
C -2.3175 3.1178 -0.5289 -0.03
H -1.9307 3.3602 -1.5218 0.08
H -1.6595 3.5555 0.2206 0.05
H -3.3048 3.5943 -0.4277 0.11
C -2.2905 1.5430 2.2373 -0.01
H -2.0326 2.6067 2.1846 0.08
H -1.5015 1.0111 2.7897 0.06
H -3.2219 1.4370 2.8162 0.11
C -3.0921 -1.4754 1.5859 -0.02
H -4.1577 -1.6879 1.7244 0.11
H -2.6281 -1.2545 2.5511 0.08
H -2.6277 -2.3966 1.2038 0.08
C -3.6963 -1.6936 -1.3899 -0.03
H -4.7981 -1.6918 -1.3009 0.11
H -3.3409 -2.6072 -0.9036 0.07
H -3.4254 -1.7224 -2.4476 0.07
C -3.4429 1.1959 -2.6531 -0.02
H -4.4409 1.6653 -2.5175 0.12
H -3.5917 0.3558 -3.3345 0.06
H -2.8013 1.9401 -3.1401 0.07
C 1.0311 0.5281 -3.8540 -0.12
C 0.0081 1.3838 -4.0082 -0.12
C -0.5911 1.6340 -5.3682 -0.17
C -1.4580 0.5121 -6.0082 -0.17
C -1.5780 -0.7652 -5.2144 -0.12
C -0.5512 -1.5977 -5.0994 -0.12
C 0.7810 -1.2861 -5.7426 -0.18
C 1.6234 -0.1797 -5.0486 -0.18
H 0.2052 1.8603 -6.0979 0.11
H -1.0728 0.3216 -7.0313 0.12
H -1.2429 2.5216 -5.2967 0.11
H 1.8695 0.5539 -5.8348 0.11
H 1.5536 0.3908 -2.8932 0.08
H -0.3609 2.0161 -3.1844 0.09
H 2.5676 -0.6560 -4.7361 0.11
H 1.3925 -2.2038 -5.7236 0.11
H -0.6063 -2.5716 -4.5819 0.10
H 0.6574 -1.0095 -6.8100 0.12
H -2.4726 0.9243 -6.1268 0.11
H -2.5824 -0.9566 -4.7934 0.09
P 1.2049 1.9535 0.0510 0.83
C 0.8378 2.9199 1.5843 -0.24
H 1.6945 3.5200 1.9208 0.07
H 0.5672 2.2250 2.3890 0.01
H 0.0107 3.6214 1.4174 0.04
C 2.9637 1.4285 0.1420 -0.27
H 3.6204 2.1739 0.6147 0.07
H 3.3414 1.2083 -0.8648 0.04
H 2.9923 0.5200 0.7552 0.01
C 1.4539 3.4383 -1.0021 -0.27
H 1.8967 3.1306 -1.9589 0.04
H 2.1203 4.1693 -0.5076 0.07
H 0.4690 3.9015 -1.1696 0.03
P 0.5617 -2.5017 -0.7717 0.83
C -0.7085 -3.7042 -1.3192 -0.26
H -0.2758 -4.6257 -1.7427 0.07
H -1.3750 -3.2206 -2.0447 0.02
H -1.3187 -3.9751 -0.4385 0.05
C 2.1740 -2.6583 -1.6250 -0.25
H 2.0684 -2.7190 -2.7148 0.04
H 2.7448 -3.5319 -1.2684 0.06
H 2.7415 -1.7463 -1.3718 0.04
C 1.0326 -3.4463 0.7490 -0.25
H 1.4087 -4.4552 0.5207 0.07
H 0.1488 -3.5172 1.4074 0.04
H 1.8380 -2.9112 1.2630 0.05
C 4.1360 -1.1045 4.7998 -0.06
C 3.1335 -0.1726 5.4888 -0.17
C 1.8082 -0.0833 4.7238 -0.30
C 0.8102 0.9946 5.2459 -0.16
C 0.3889 0.7750 6.6846 -0.07
C 1.0940 -1.4197 4.6647 -0.36
O 1.1717 -2.3570 5.4451 0.13
N 0.2079 -1.4667 3.5880 0.22
C 0.4687 -0.7900 2.4221 -0.52
O -0.3850 -1.0203 1.4788 -0.22
N 1.5416 -0.0760 2.2748 0.16
C 2.2355 0.3826 3.3494 -0.44
O 3.1958 1.1531 3.1743 0.05
H 3.7563 -2.1308 4.7608 0.08
H 5.0796 -1.0597 5.3451 0.08
H 4.3296 -0.7514 3.7798 0.07
H 2.9873 -0.4351 6.5395 0.12
H 3.5388 0.8407 5.4323 0.12
H 1.2827 1.9798 5.1390 0.13
H -0.0832 1.0112 4.5906 0.11
H 1.2645 0.7908 7.3458 0.08
H -0.3004 1.5570 7.0181 0.08
H -0.1188 -0.1924 6.7994 0.09
H -0.3503 -2.3058 3.4743 0.16
```

Calculated values
* energy above the lowest of the compared OMol25 structures with the same formula, charge and spin: 0.0 kJ/mol
* frontier orbital gap: 8.07 eV
* total charge: +1

---

[5]
DFT (the ωB97M-V functional and the def2-TZVPD basis) results for a cluster of 2 separate species, C6H18N2 in total in a non-equilibrium geometry.

Geometry as XYZ:
```
26
Properties=species:S:1:pos:R:3:nbo_charge:R:1
C -0.2281 -0.8528 -2.0958 -0.42
N -1.2484 -0.5534 -3.1005 -0.43
C -1.1722 0.8332 -3.4677 -0.41
C -0.9827 -1.2869 -4.3132 -0.42
H -0.3509 -0.1089 -1.2907 0.20
H 0.8084 -0.7993 -2.4692 0.16
H -0.3990 -1.8580 -1.6751 0.20
H -1.9479 1.1894 -4.1663 0.20
H -0.1821 1.0199 -3.9165 0.15
H -1.2491 1.4120 -2.5319 0.20
H -1.3716 -2.3116 -4.1888 0.20
H 0.1189 -1.3304 -4.3467 0.16
H -1.3483 -0.8860 -5.2735 0.21
C 1.3521 -0.1029 2.0906 -0.42
N 0.4810 0.7478 2.9804 -0.43
C -0.4901 0.0153 3.7399 -0.42
C 1.3051 1.4547 3.9711 -0.42
H 1.9030 -0.9124 2.5984 0.17
H 2.0667 0.4885 1.4939 0.20
H 0.6129 -0.5548 1.4079 0.20
H -0.9504 -0.7988 3.1550 0.20
H -1.2881 0.6912 4.0905 0.20
H 0.0111 -0.4232 4.6191 0.16
H 2.0705 2.0686 3.4673 0.20
H 1.8122 0.7412 4.6423 0.16
H 0.6670 2.1175 4.5796 0.20
```

Calculated values
* energy above the lowest of the compared OMol25 structures with the same formula, charge and spin: 121.4 kJ/mol
* SMILES: CN(C)C.CN(C)C
* frontier orbital gap: 9.63 eV
* total charge: 0

---

Question: total charge of number 4 (C32H56N2O3P2Sc)?
Answer: +1